Molecular formula: C53H139N7O39P8
Method: DFT, wB97M-V/def2-TZVPD

Results
- HOMO (spin up / spin down) (eV) = -10.338 / -10.338
- total charge = +1
- ⟨S²⟩ = 0.754
- multiplicity = 2
- DFT total energy (eV) = -221822.4467

Last column: Löwdin charge in e.
Atoms and positions in Å:
1 C 1.080 1.157 -3.960  -0.081
2 C 1.276 1.238 -2.438  -0.210
3 C 0.198 0.454 -1.618  -0.160
4 C 0.501 0.357 -0.125  -0.076
5 N -0.684 -0.306 0.683  -0.179
6 C -0.162 -0.621 2.107  -0.090
7 C -0.975 -1.788 2.556  -0.146
8 C -1.828 -2.253 1.347  -0.134
9 C -1.120 -1.657 0.162  -0.088
10 C -1.867 0.673 0.682  0.047
11 H 1.329 0.153 -4.305  0.069
12 H 1.743 1.824 -4.512  0.044
13 H 0.064 1.473 -4.197  0.054
14 H 1.290 2.298 -2.187  0.085
15 H 2.259 0.885 -2.126  0.076
16 H 0.032 -0.546 -2.018  0.105
17 H -0.785 0.910 -1.736  0.091
18 H 0.687 1.357 0.266  0.111
19 H 1.429 -0.183 0.067  0.111
20 H -0.102 0.223 2.795  0.111
21 H 0.863 -0.989 2.086  0.108
22 H -1.684 -1.527 3.341  0.101
23 H -0.349 -2.615 2.892  0.089
24 H -2.851 -1.903 1.485  0.101
25 H -1.791 -3.334 1.208  0.092
26 H -1.731 -1.492 -0.726  0.118
27 H -0.158 -2.126 -0.044  0.127
28 H -1.403 1.659 0.661  0.081
29 H -2.461 0.549 1.587  0.075
30 H -2.482 0.531 -0.207  0.079
31 C 1.592 -2.021 5.049  -0.075
32 C 1.174 -3.156 5.996  -0.323
33 O 1.937 -4.335 6.130  0.008
34 H 1.013 -1.112 5.213  0.071
35 H 1.502 -2.257 3.989  0.042
36 H 2.640 -1.774 5.217  0.073
37 H 0.140 -3.470 5.857  0.103
38 H 1.014 -2.649 6.947  0.127
39 C -1.242 -6.786 0.199  0.019
40 C 0.141 -6.317 0.607  -0.478
41 O 1.199 -6.561 -0.040  -0.025
42 N 0.201 -5.496 1.660  0.034
43 C 1.401 -5.022 2.287  -0.067
44 H -1.852 -5.942 -0.123  0.063
45 H -1.857 -7.172 1.012  0.077
46 H -1.243 -7.569 -0.558  0.088
47 H -0.697 -5.210 2.021  0.061
48 H 1.638 -4.006 1.971  0.070
49 H 2.336 -5.523 2.037  0.084
50 H 1.342 -5.005 3.375  0.068
51 C -1.491 3.896 2.670  -0.007
52 C -0.025 3.747 2.693  -0.597
53 O 0.468 2.653 2.647  0.002
54 N 0.792 4.823 2.706  0.054
55 C 0.348 6.281 2.705  -0.017
56 H -1.771 4.616 3.438  0.100
57 H -1.909 2.908 2.864  0.068
58 H -1.706 4.158 1.634  0.066
59 H 1.770 4.614 2.845  0.045
60 H -0.655 6.366 2.287  0.063
61 H 1.069 6.804 2.076  0.067
62 H 0.451 6.531 3.761  0.087
63 C -5.879 -0.947 0.403  0.018
64 C -5.512 -2.406 0.427  -0.540
65 O -5.881 -3.087 1.410  0.003
66 N -4.766 -2.898 -0.562  0.029
67 C -4.302 -4.264 -0.599  -0.065
68 H -6.873 -0.834 0.835  0.087
69 H -5.875 -0.655 -0.647  0.063
70 H -5.101 -0.421 0.957  0.072
71 H -4.450 -2.390 -1.376  0.108
72 H -5.079 -5.024 -0.678  0.091
73 H -3.699 -4.515 0.274  0.062
74 H -3.766 -4.345 -1.545  0.089
75 C -1.082 1.648 5.611  0.012
76 C 0.216 2.082 6.331  -0.558
77 O 0.216 2.325 7.533  0.026
78 N 1.279 2.188 5.575  0.019
79 C 2.534 2.662 6.089  -0.048
80 H -1.408 0.679 5.990  0.074
81 H -0.920 1.566 4.536  0.036
82 H -1.936 2.323 5.662  0.075
83 H 1.194 2.266 4.571  0.093
84 H 3.222 1.829 5.939  0.072
85 H 2.443 2.918 7.144  0.090
86 H 2.849 3.523 5.500  0.077
87 C 2.951 -2.157 -2.398  0.017
88 C 2.078 -3.339 -1.867  -0.511
89 O 0.843 -3.335 -2.013  -0.030
90 N 2.590 -4.385 -1.215  0.033
91 C 3.987 -4.557 -0.824  -0.060
92 H 3.858 -2.615 -2.790  0.077
93 H 3.249 -1.423 -1.649  0.060
94 H 2.437 -1.704 -3.247  0.059
95 H 1.908 -5.062 -0.903  0.081
96 H 3.992 -5.373 -0.102  0.079
97 H 4.332 -3.671 -0.290  0.058
98 H 4.622 -4.858 -1.658  0.085
99 C 1.072 3.347 -7.927  0.003
100 C 0.242 3.893 -6.806  -0.546
101 O 0.788 4.353 -5.811  0.028
102 N -1.107 4.006 -7.006  0.027
103 C -2.056 4.488 -5.955  -0.052
104 H 2.089 3.184 -7.572  0.082
105 H 1.057 4.076 -8.737  0.092
106 H 0.695 2.419 -8.357  0.080
107 H -1.491 3.609 -7.851  0.131
108 H -2.184 5.570 -5.961  0.082
109 H -1.834 4.177 -4.934  0.068
110 H -3.067 4.157 -6.195  0.076
111 C 0.409 -7.392 -6.053  -0.066
112 O -0.027 -6.570 -7.156  -0.222
113 P -0.455 -5.057 -6.964  0.437
114 O -1.710 -4.825 -6.194  -0.246
115 O 0.864 -4.419 -6.302  -0.214
116 C 0.705 -3.278 -5.473  -0.093
117 O -0.479 -4.354 -8.440  -0.214
118 C 0.524 -4.634 -9.404  -0.118
119 H -0.374 -8.066 -5.705  0.092
120 H 0.893 -6.900 -5.210  0.091
121 H 1.165 -7.958 -6.597  0.092
122 H -0.320 -3.004 -5.221  0.065
123 H 1.176 -2.386 -5.885  0.089
124 H 1.200 -3.536 -4.537  0.071
125 H 1.347 -5.269 -9.078  0.084
126 H 1.029 -3.748 -9.791  0.088
127 H 0.006 -5.166 -10.203  0.092
128 C -0.992 -6.126 5.696  -0.083
129 O -2.383 -6.352 5.380  -0.193
130 P -3.099 -5.539 4.181  0.460
131 O -2.178 -5.041 3.134  -0.240
132 O -4.197 -6.587 3.722  -0.201
133 C -5.290 -6.254 2.905  -0.087
134 O -3.918 -4.371 4.928  -0.184
135 C -4.171 -3.139 4.289  -0.118
136 H -0.906 -5.600 6.646  0.088
137 H -0.385 -5.599 4.960  0.055
138 H -0.569 -7.107 5.913  0.097
139 H -6.164 -6.225 3.556  0.100
140 H -5.401 -6.989 2.108  0.099
141 H -5.218 -5.246 2.498  0.058
142 H -5.140 -2.669 4.460  0.089
143 H -4.029 -3.110 3.209  0.064
144 H -3.493 -2.415 4.741  0.068
145 C -3.515 -2.462 -5.004  -0.124
146 O -4.177 -1.293 -4.641  -0.222
147 P -3.455 -0.085 -3.817  0.514
148 O -3.446 -0.373 -2.388  -0.230
149 O -1.984 0.091 -4.564  -0.246
150 C -1.916 0.599 -5.894  -0.090
151 O -4.277 1.261 -4.275  -0.225
152 C -5.545 1.472 -3.734  -0.131
153 H -3.860 -2.603 -6.028  0.098
154 H -3.856 -3.339 -4.453  0.092
155 H -2.427 -2.406 -5.006  0.066
156 H -0.922 0.888 -6.233  0.088
157 H -2.540 1.492 -5.888  0.063
158 H -2.521 -0.071 -6.506  0.095
159 H -5.700 2.495 -3.391  0.084
160 H -5.892 0.834 -2.922  0.080
161 H -6.272 1.156 -4.483  0.098
162 C -7.710 0.148 4.242  -0.081
163 O -6.375 -0.076 3.792  -0.225
164 P -5.194 0.982 4.059  0.405
165 O -3.897 0.646 3.463  -0.231
166 O -5.732 2.410 3.472  -0.214
167 C -4.864 3.516 3.635  -0.113
168 O -5.183 1.227 5.622  -0.212
169 C -4.667 0.178 6.448  -0.072
170 H -7.825 1.074 4.806  0.087
171 H -7.930 -0.582 5.021  0.094
172 H -8.361 0.122 3.368  0.098
173 H -4.242 3.617 2.745  0.071
174 H -4.210 3.409 4.501  0.080
175 H -5.452 4.428 3.739  0.096
176 H -5.390 -0.071 7.224  0.099
177 H -3.837 0.662 6.962  0.086
178 H -4.231 -0.689 5.951  0.069
179 C 3.990 7.573 2.837  -0.131
180 O 4.888 6.615 2.401  -0.192
181 P 4.354 5.126 2.004  0.537
182 O 3.455 4.453 3.016  -0.260
183 O 3.775 5.387 0.522  -0.190
184 C 3.364 4.306 -0.266  -0.096
185 O 5.717 4.293 1.722  -0.202
186 C 6.510 3.692 2.728  -0.107
187 H 4.233 8.029 3.797  0.096
188 H 2.976 7.194 2.965  0.057
189 H 3.991 8.414 2.143  0.099
190 H 4.125 3.980 -0.975  0.071
191 H 2.627 4.642 -0.996  0.079
192 H 3.052 3.497 0.394  0.092
193 H 6.643 2.657 2.412  0.076
194 H 6.186 3.669 3.769  0.092
195 H 7.538 4.039 2.827  0.091
196 C 3.714 3.633 -4.298  -0.125
197 O 4.510 3.111 -3.252  -0.252
198 P 5.232 1.636 -3.473  0.504
199 O 4.339 0.527 -3.840  -0.214
200 O 6.355 2.107 -4.551  -0.220
201 C 7.477 2.923 -4.180  -0.095
202 O 6.036 1.514 -2.059  -0.217
203 C 5.393 1.325 -0.820  -0.095
204 H 3.597 3.056 -5.216  0.085
205 H 4.227 4.556 -4.570  0.096
206 H 2.713 3.942 -3.999  0.054
207 H 8.373 2.308 -4.268  0.090
208 H 7.387 3.540 -3.286  0.095
209 H 7.703 3.546 -5.045  0.086
210 H 5.808 2.094 -0.170  0.090
211 H 5.426 0.323 -0.392  0.071
212 H 4.330 1.537 -0.933  0.071
213 C 0.582 5.696 -3.058  -0.090
214 O -0.228 6.212 -1.960  -0.196
215 P -1.080 5.128 -1.153  0.466
216 O -0.286 3.960 -0.637  -0.233
217 O -1.862 5.975 -0.021  -0.248
218 C -2.697 7.024 -0.411  -0.108
219 O -2.262 4.763 -2.221  -0.236
220 C -3.178 3.727 -1.845  -0.081
221 H 0.407 6.164 -4.027  0.087
222 H 0.544 4.623 -3.245  0.060
223 H 1.639 5.821 -2.823  0.078
224 H -2.810 7.191 -1.483  0.095
225 H -2.231 7.857 0.114  0.100
226 H -3.695 6.834 -0.017  0.096
227 H -3.352 3.781 -0.770  0.086
228 H -2.853 2.719 -2.102  0.077
229 H -4.107 3.910 -2.385  0.083
230 C 4.530 -3.546 3.285  -0.085
231 O 4.856 -2.167 3.261  -0.227
232 P 4.776 -1.285 1.924  0.403
233 O 3.589 -1.489 1.082  -0.229
234 O 4.965 0.245 2.349  -0.214
235 C 3.970 0.874 3.161  -0.079
236 O 6.169 -1.717 1.212  -0.220
237 C 7.373 -1.562 1.976  -0.091
238 H 3.787 -3.861 4.019  0.072
239 H 5.446 -4.024 3.631  0.099
240 H 4.225 -4.003 2.344  0.073
241 H 3.261 0.185 3.619  0.075
242 H 3.428 1.630 2.592  0.083
243 H 4.442 1.416 3.981  0.079
244 H 7.999 -2.416 1.716  0.099
245 H 7.194 -1.451 3.045  0.085
246 H 7.888 -0.628 1.750  0.087